1.
The following is a DFT calculation (wB97M-V/def2-TZVPD) of C14H7Co2N5O6 as an isolated structure at a distorted geometry.

Calculated values
- frontier orbital gap (eV) = 4.38
- F_max (eV/A) = 6.332
- E_tot (a.u.) = -4028.3213
- LUMO (eV) = 4.949

Geometry as ORCA input:
```
! RIJCOSX wB97M-V def2-TZVPD def2/J DEFGRID3
* xyz -2 1
N -1.356 -2.936 1.535
C -0.956 -1.666 1.389
N -1.896 -0.700 1.457
C -1.454 0.589 1.367
N -0.165 1.057 1.272
C 0.736 0.107 1.146
C 0.427 -1.308 1.198
N 1.607 -1.987 1.302
C 2.610 -1.042 1.257
N 2.127 0.250 1.112
H -0.723 -3.677 1.520
H -2.359 -3.102 1.634
H -2.193 1.396 1.389
H 3.643 -1.377 1.282
O 0.425 6.346 -1.543
C 1.537 5.990 -1.504
Co 3.217 5.498 -1.419
C 3.191 4.440 -2.836
O 3.210 3.735 -3.759
C 3.670 7.096 -2.021
O 3.954 8.145 -2.429
C 2.879 4.454 0.379
C 3.084 3.082 0.587
C 2.570 1.975 1.337
Co 4.552 3.973 -0.006
C 4.786 2.650 -1.113
O 4.959 1.729 -1.784
C 5.866 3.703 1.144
O 6.724 3.454 1.877
C 5.423 5.374 -1.086
O 6.439 5.792 -1.449
H 2.462 5.250 1.021
H 3.286 1.554 2.094
H 1.510 2.111 1.648
*
```


2.
The following is a DFT calculation (wB97M-V/def2-TZVPD) of C14H8AuCl4O7 as an isolated structure at a distorted geometry.

Calculated values
- frontier orbital gap (alpha / beta) (eV) = 4.44 / 4.44
- F_max (eV/A) = 1.719
- E_tot (a.u.) = -3041.4553
- LUMO (alpha / beta) (eV) = -0.125 / -0.127

Geometry as ORCA input:
```
! RIJCOSX wB97M-V def2-TZVPD def2/J DEFGRID3
* xyz -1 1
Au -0.293 0.153 0.280
O 1.347 0.889 4.134
C 1.246 0.645 2.940
O 0.171 0.138 2.416
C 2.436 0.953 2.038
C 2.902 -0.235 1.175
C 4.381 -0.066 0.829
C 4.316 1.097 -0.200
C 2.805 1.336 -0.293
O 2.282 0.005 -0.110
C 2.304 2.082 0.952
C 0.973 2.794 0.742
O 0.893 3.976 1.019
O -0.043 2.165 0.193
H 3.233 1.225 2.726
H 2.596 -1.213 1.535
H 4.777 -0.973 0.375
H 4.978 0.171 1.711
H 4.711 0.789 -1.167
H 4.852 1.991 0.120
H 2.445 1.734 -1.238
H 2.988 2.892 1.195
Cl -3.702 -5.910 0.258
C -3.358 -4.231 0.061
C -4.436 -3.335 -0.262
Cl -6.032 -3.976 -0.424
C -4.205 -2.006 -0.438
Cl -5.455 -0.898 -0.842
C -2.875 -1.456 -0.295
O -2.624 -0.249 -0.450
C -1.779 -2.383 0.049
O -0.594 -1.953 0.159
C -2.079 -3.772 0.205
Cl -0.762 -4.821 0.571
*
```


3.
The following is a DFT calculation (wB97M-V/def2-TZVPD) of C14H8BrCuNO2S as an isolated structure at a distorted geometry.

Calculated values
- frontier orbital gap (eV) = 5.50
- F_max (eV/A) = 9.175
- E_tot (a.u.) = -5355.2542
- relative energy (zero: lowest compared OMol25 entry of this formula, charge and spin) (kcal/mol) = 367.0
- LUMO (eV) = -6.469

Geometry as ORCA input:
```
! RIJCOSX wB97M-V def2-TZVPD def2/J DEFGRID3
* xyz 1 1
O 1.787 -2.489 2.281
C 1.861 -1.540 1.342
C 2.719 -0.122 1.569
C 3.403 0.402 0.321
N 4.182 1.715 0.381
C 3.204 2.670 0.077
S 1.998 3.713 -0.606
C 3.274 -0.415 -1.132
O 4.277 -0.467 -2.030
C 1.778 -1.116 -1.390
Br 0.919 -1.254 -3.191
C 1.096 -1.640 -0.142
C -0.400 -2.306 -0.279
C -1.492 -1.064 -0.064
C -1.247 0.475 -0.647
C -2.359 1.702 -0.432
C -3.749 1.437 0.397
C -4.030 -0.072 0.973
C -2.928 -1.289 0.756
H 2.763 0.440 2.605
H -0.581 -2.916 -1.263
H -0.544 -3.073 0.618
H -0.278 0.773 -1.248
H -2.163 2.784 -0.871
H -4.487 2.355 0.507
H -5.036 -0.255 1.555
H -3.231 -2.339 1.229
Cu -0.736 3.892 -1.315
*
```


4.
The following is a DFT calculation (wB97M-V/def2-TZVPD) of C14H8F3IrNO6S as an isolated structure at a distorted geometry.

Calculated values
- frontier orbital gap (eV) = 6.16
- F_max (eV/A) = 4.677
- E_tot (a.u.) = -1846.7654
- relative energy (zero: lowest compared OMol25 entry of this formula, charge and spin) (kcal/mol) = 51.4
- LUMO (eV) = 1.719

Geometry as ORCA input:
```
! RIJCOSX wB97M-V def2-TZVPD def2/J DEFGRID3
* xyz -1 1
Ir -0.301 0.218 0.230
C -3.545 0.381 0.023
C -2.859 1.707 -0.013
C -3.523 2.900 0.327
C -2.869 4.096 0.260
C -1.524 4.142 -0.163
C -0.767 5.330 -0.264
C 0.530 5.270 -0.692
C 1.122 4.041 -1.039
C 0.414 2.867 -0.945
S 1.105 1.318 -1.366
C -0.920 2.917 -0.491
N -1.590 1.730 -0.392
H -4.620 0.494 -0.111
H -3.366 -0.103 0.988
H -3.133 -0.271 -0.744
H -4.557 2.852 0.640
H -3.374 5.020 0.515
H -1.223 6.271 0.016
H 1.116 6.177 -0.771
H 2.158 4.003 -1.349
O -1.067 0.960 4.457
C -0.832 0.896 3.271
O -1.295 0.248 2.279
C 0.391 1.956 2.730
O 0.713 2.826 3.510
O 0.757 1.634 1.544
F 0.613 -4.555 -0.339
C -0.562 -3.934 -0.190
F -1.319 -4.254 -1.246
F -1.156 -4.454 0.895
C -0.397 -2.406 -0.043
O -1.238 -1.686 -0.634
O 0.541 -1.983 0.645
*
```


5.
The following is a DFT calculation (wB97M-V/def2-TZVPD) of C14H8N2O6S2Zr as an isolated structure.

Calculated values
- frontier orbital gap (eV) = 7.94
- F_max (eV/A) = 0.665
- E_tot (a.u.) = -1942.2679
- LUMO (eV) = -8.363

Geometry as ORCA input:
```
! RIJCOSX wB97M-V def2-TZVPD def2/J DEFGRID3
* xyz 2 1
Zr -0.665 0.176 0.530
O -4.074 2.717 -0.055
C -2.912 2.205 0.133
O -2.712 0.980 0.292
C -1.756 3.132 0.208
C -1.722 4.495 0.014
C -0.485 5.132 0.187
C 0.640 4.408 0.556
C 0.504 3.034 0.729
N -0.661 2.439 0.537
C 1.592 2.064 1.154
O 2.709 2.366 1.391
O 1.087 0.799 1.229
H -4.779 2.044 -0.091
H -2.610 5.051 -0.253
H -0.415 6.202 0.042
H 1.602 4.876 0.715
O -2.181 -3.555 0.608
S -1.076 -2.697 0.460
O -0.885 -1.680 1.587
N -1.087 -1.574 -0.750
C 0.142 -1.505 -1.320
S 0.585 0.039 -1.815
C 0.974 -2.689 -1.064
C 2.172 -3.075 -1.637
C 2.772 -4.239 -1.160
C 2.208 -4.982 -0.129
C 1.010 -4.592 0.473
C 0.428 -3.447 -0.018
H 2.621 -2.511 -2.443
H 3.699 -4.575 -1.605
H 2.708 -5.877 0.214
H 0.567 -5.162 1.279
*
```


6.
The following is a DFT calculation (wB97M-V/def2-TZVPD) of a 3-piece molecular cluster, C14H9Cl4F5NO4S2 overall at a distorted geometry.

Calculated values
- frontier orbital gap (eV) = 8.70
- F_max (eV/A) = 8.906
- E_tot (a.u.) = -4030.9134
- relative energy (zero: lowest compared OMol25 entry of this formula, charge and spin) (kcal/mol) = 88.2
- LUMO (eV) = 2.290

Geometry as ORCA input:
```
! RIJCOSX wB97M-V def2-TZVPD def2/J DEFGRID3
* xyz -1 1
O 3.221 -2.983 1.110
S 3.876 -2.082 0.005
O 5.404 -2.467 0.020
N 3.669 -0.403 0.437
S 2.118 0.228 -0.060
O 1.980 0.404 -1.622
O 2.050 1.699 0.508
C 0.632 -0.665 0.652
F 0.958 -1.240 1.997
F -0.402 0.401 0.927
C -0.087 -1.735 -0.364
F 0.829 -2.708 -1.003
F -0.940 -1.028 -1.359
F -1.025 -2.552 0.491
H 3.402 -2.419 -1.287
Cl -3.040 -2.993 -7.005
C -3.532 -2.772 -5.364
C -2.620 -2.757 -4.302
Cl -0.919 -2.945 -4.536
C -3.081 -2.582 -2.993
C -4.446 -2.421 -2.744
C -5.353 -2.430 -3.802
C -4.897 -2.606 -5.110
H -2.381 -2.572 -2.161
H -4.800 -2.287 -1.724
H -6.416 -2.302 -3.610
H -5.612 -2.614 -5.929
Cl 0.181 2.190 2.271
C 1.095 3.248 3.286
C 2.310 2.866 3.869
Cl 3.012 1.308 3.615
C 2.999 3.765 4.689
C 2.482 5.040 4.926
C 1.275 5.422 4.341
C 0.582 4.527 3.523
H 3.943 3.478 5.148
H 3.021 5.735 5.565
H 0.873 6.416 4.522
H -0.359 4.833 3.073
*
```


Q: Look up the F_max of the fifth one.
A: 0.665 eV/A